{
  "formula": "C10H19FN3OP",
  "method": "ωB97M-V/def2-TZVPD",
  "symbols": ["C", "C", "F", "C", "P", "C", "O", "H", "H", "H", "H", "H", "H", "H", "H", "H", "H", "C", "C", "N", "H", "H", "H", "C", "C", "N", "H", "H", "H", "C", "C", "N", "H", "H", "H"],
  "coordinates": [[-1.0055, 2.5186, 1.6789], [0.3474, 1.7179, 1.8998], [1.3768, 2.2313, 1.0510], [0.1733, 0.1674, 1.5028], [1.9523, -0.5090, 1.2931], [2.1922, -2.0217, 2.4232], [1.9883, -0.9968, -0.3651], [-0.7863, 3.4412, 1.0555], [-1.4205, 2.8531, 2.6799], [-1.7185, 1.7995, 1.1444], [0.7329, 1.7337, 2.9573], [-0.3910, -0.4033, 2.3107], [-0.4280, 0.0787, 0.5396], [3.1822, -1.9185, 2.9551], [2.1078, -2.9904, 1.8406], [1.3348, -1.9871, 3.1697], [1.3578, -1.7460, -0.4389], [-1.3847, -3.0578, -2.8048], [-0.6384, -3.0545, -1.5153], [-0.0568, -3.0519, -0.5098], [-0.7775, -2.5961, -3.5838], [-1.6182, -4.0826, -3.0940], [-2.3130, -2.4968, -2.6956], [-4.8638, 4.3585, 1.5130], [-4.3613, 3.0336, 1.0499], [-3.9698, 2.0019, 0.6889], [-4.1877, 5.1468, 1.1814], [-5.8560, 4.5423, 1.1007], [-4.9214, 4.3721, 2.6015], [4.0287, -1.5807, -3.1165], [3.9254, -1.4154, -4.5951], [3.8450, -1.2869, -5.7470], [4.5497, -0.7272, -2.6833], [3.0322, -1.6471, -2.6797], [4.5813, -2.4912, -2.8834]],
  "atomic_forces_ev_per_a": [[0.71, -0.57, 0.05], [-0.45, -1.21, -0.39], [-1.14, 0.00, 0.75], [-0.18, -0.04, 0.19], [0.77, 0.59, -0.84], [-1.24, -0.33, -0.33], [-0.65, -0.57, 2.06], [-0.34, -1.18, 0.67], [0.31, -0.48, -1.23], [0.89, 1.49, 0.84], [-0.29, 0.37, -1.07], [0.59, 0.85, -0.89], [0.88, 0.11, 1.11], [-1.15, -0.16, -0.73], [0.22, 1.02, 0.80], [1.14, -0.19, -0.70], [0.33, 0.37, -0.21], [0.35, -0.01, 0.66], [0.30, -0.03, 0.61], [-0.93, -0.05, -1.55], [0.01, -0.02, 0.11], [0.05, 0.06, 0.07], [0.09, -0.02, 0.06], [0.28, -0.69, -0.24], [0.17, -0.65, -0.25], [-0.78, 1.52, 0.48], [-0.02, -0.09, 0.00], [0.08, -0.06, 0.01], [0.02, -0.05, -0.08], [-0.08, 0.06, -0.80], [-0.01, 0.07, -0.73], [0.09, -0.20, 1.71], [-0.09, -0.04, -0.04], [0.10, 0.08, 0.01], [-0.03, 0.06, -0.07]],
  "de_lowest_kcal_mol": 21.6,
  "fmax_ev_per_a": 2.23,
  "homo_lumo_gap_ha": 0.306,
  "multiplicity": 1,
  "smiles": "C[C@H](F)CP(C)O.CC#N.CC#N.CC#N",
  "e_lumo_ev": 0.51,
  "homo_energy_ev": -7.813
}